# 1
14
Properties=species:S:1:pos:R:3 method="wB97M-V/def2-TZVPD" homo_energy_ev=-9.61 de_lowest_kj_mol=113.7 gap_ha=0.3824 e_lumo_ev=0.791
C -0.23 -0.63 0.32
C -0.50 2.15 0.06
C 0.73 -2.16 -1.16
C -0.19 1.10 1.06
N 0.55 -0.88 -0.59
F 1.15 1.18 1.50
Cl -1.35 -1.59 1.29
H -1.52 2.53 0.21
H 0.36 2.94 0.25
H -0.35 1.68 -0.90
H 1.61 -2.10 -1.81
H -0.22 -2.40 -1.76
H 0.77 -2.92 -0.38
H -0.80 1.11 1.90

# 2
16
Properties=species:S:1:pos:R:3 method="wB97M-V/def2-TZVPD" homo_energy_ev=-11.36 de_lowest_kj_mol=42.4 smiles=CC.CC gap_ha=0.4578 e_lumo_ev=1.098
C 2.06 -0.11 -0.35
C 2.81 -1.32 0.17
H 2.51 0.86 -0.10
H 2.03 -0.03 -1.44
H 1.08 0.10 0.08
H 3.52 -1.71 -0.56
H 3.21 -1.20 1.18
H 2.15 -2.20 0.22
C -2.32 0.76 0.85
C -2.54 0.58 -0.65
H -3.26 0.85 1.38
H -1.69 -0.01 1.31
H -1.75 1.66 1.08
H -1.76 0.00 -1.14
H -2.50 1.53 -1.18
H -3.56 0.23 -0.84

# 3
18
Properties=species:S:1:pos:R:3 method="wB97M-V/def2-TZVPD" homo_energy_ev=-14.40 de_lowest_kj_mol=59.9 charge=+1 smiles=NC[C@H]([NH3+])B(N)O gap_ha=0.4206 e_lumo_ev=-2.950
B -1.03 0.86 0.43
C 0.97 -0.31 -1.14
C 0.51 0.35 0.20
N -1.63 1.80 -0.37
N 0.82 -0.69 1.24
N 0.50 -1.70 -1.11
O -1.50 0.19 1.58
H 0.76 0.23 -2.07
H 2.04 -0.07 -1.17
H 1.05 1.28 0.58
H -1.04 2.52 -0.80
H -2.66 1.94 -0.42
H 0.22 -0.50 1.98
H 1.71 -0.77 1.68
H 1.32 -2.29 -1.24
H -0.21 -1.86 -1.82
H 0.46 -1.44 0.52
H -2.28 0.46 1.93

# 4
68
Properties=species:S:1:pos:R:3 method="wB97M-V/def2-TZVPD" spin_multiplicity=6 homo_energy_ev="-14.35 / -15.33" de_lowest_kj_mol=0.0 charge=+2 s2=8.773 gap_ha="0.3013 / 0.2651" e_lumo_ev="-6.154 / -8.113"
Fe 0.55 -0.64 0.43
P 1.53 1.48 0.42
C 3.04 0.90 -0.59
C 2.72 -0.36 -1.38
N 1.45 -0.86 -1.35
C 1.06 -1.99 -2.07
C 2.07 -2.89 -2.50
C 3.42 -2.45 -2.45
C 3.71 -1.19 -1.92
C -0.45 -2.34 -2.17
P -1.34 -0.67 -1.85
H 4.76 -0.88 -1.82
H 1.77 -3.83 -2.93
H 4.21 -3.16 -2.75
H -0.70 -2.75 -3.19
H -0.72 -3.11 -1.40
H 3.54 1.78 -1.10
H 3.75 0.73 0.25
H 2.42 2.00 -4.87
O 3.06 2.64 -5.33
H 3.27 3.05 -4.45
H -1.17 2.42 -3.06
O -1.21 3.38 -2.84
H -1.68 3.73 -3.64
C -1.38 -0.27 -3.69
H -1.46 -1.18 -4.31
H -2.26 0.36 -3.92
H -0.49 0.30 -4.03
C -3.12 -1.26 -1.75
H -3.73 -0.35 -1.78
H -3.52 -1.93 -2.53
H -3.37 -1.72 -0.79
C 2.37 1.56 2.05
H 3.27 2.16 1.85
H 1.78 2.03 2.84
H 2.64 0.54 2.37
C 1.34 3.23 -0.07
H 0.70 3.78 0.62
H 2.32 3.71 0.01
H 0.90 3.34 -1.09
C -1.06 2.30 2.80
Si -2.08 1.03 1.87
C -3.34 0.34 3.10
C -3.02 1.94 0.52
C -1.25 -0.53 1.20
Si -0.24 -1.67 2.38
C -1.47 -3.02 2.75
C 1.32 -2.45 1.59
C 0.27 -0.84 3.99
H -1.72 3.03 3.29
H -0.39 2.89 2.16
H -0.44 1.87 3.60
H -4.04 1.12 3.43
H -3.93 -0.46 2.62
H -2.87 -0.10 3.99
H -2.37 2.54 -0.13
H -3.58 1.25 -0.12
H -3.75 2.62 0.98
H -2.06 -1.17 0.75
H -1.80 -3.51 1.82
H -1.05 -3.79 3.41
H -2.37 -2.61 3.23
H 2.18 -1.80 1.35
H 1.71 -3.10 2.40
H 1.12 -3.13 0.75
H 1.06 -0.09 3.87
H -0.57 -0.35 4.49
H 0.67 -1.60 4.68

# 5
16
Properties=species:S:1:pos:R:3 method="wB97M-V/def2-TZVPD" homo_energy_ev=-8.32 de_lowest_kj_mol=425.3 smiles="C#C[C@H](C)/C(N)=N/O" gap_ha=0.3371 e_lumo_ev=0.854
C 0.66 0.47 -0.32
C 1.08 1.35 0.86
C -0.81 0.17 -0.27
N -1.65 0.64 -1.23
O -2.32 -1.42 0.42
N -1.01 -0.88 0.43
C 1.21 -0.97 -0.09
C 1.94 -1.94 -0.08
H -2.24 -2.16 1.03
H 0.94 0.88 -1.29
H -2.62 0.35 -1.15
H -1.43 1.49 -1.71
H 0.78 0.89 1.80
H 0.60 2.33 0.81
H 2.16 1.47 0.87
H 2.72 -2.65 -0.07

# 6
13
Properties=species:S:1:pos:R:3 method="wB97M-V/def2-TZVPD" homo_energy_ev=-9.69 de_lowest_kj_mol=432.9 smiles="O=C1OC=C[C@@H]2N[C@@H]12" gap_ha=0.3813 e_lumo_ev=0.685
C -0.19 -0.71 1.46
C 0.65 1.32 0.37
C 0.55 1.01 -0.88
C 0.36 -0.51 -0.91
C -0.68 -0.71 0.14
H 1.05 2.35 0.61
H 0.58 1.83 -1.60
H 1.23 -1.03 -0.57
H -1.55 -1.24 -1.65
H -1.50 0.08 0.11
N -0.78 -1.59 -1.06
O -0.30 -1.30 2.49
O 0.56 0.49 1.50

# 7
106
Properties=species:S:1:pos:R:3 method="wB97M-V/def2-TZVPD" homo_energy_ev=-5.75 charge=-1 gap_ha=0.2890 e_lumo_ev=2.111
C 2.72 0.19 -1.62
S 1.20 1.24 -1.80
O 1.23 2.29 -0.78
O 1.18 1.81 -3.16
C -0.22 0.05 -1.65
O -0.17 -0.92 -2.43
O -1.16 0.18 -0.79
H 3.32 0.56 -0.75
H 2.39 -0.87 -1.50
H 3.37 0.35 -2.53
C -4.05 -1.23 1.24
C -4.10 -0.25 0.26
C -5.30 0.40 -0.01
C -6.45 0.07 0.71
C -6.39 -0.91 1.70
C -5.19 -1.56 1.96
H -3.11 -1.74 1.44
H -3.21 0.01 -0.30
H -5.35 1.16 -0.78
H -7.38 0.58 0.51
H -7.28 -1.16 2.26
H -5.15 -2.33 2.72
C -11.45 1.73 0.37
C -10.47 0.79 0.08
C -9.91 0.75 -1.20
C -10.33 1.66 -2.17
C -11.30 2.60 -1.87
C -11.87 2.63 -0.60
H -11.89 1.76 1.36
H -10.14 0.09 0.84
H -9.15 0.01 -1.43
H -9.89 1.62 -3.16
H -11.62 3.30 -2.63
H -12.64 3.36 -0.37
C 0.02 -0.31 5.34
C 0.62 -0.93 4.25
C 0.08 -0.77 2.98
C -1.06 0.01 2.80
C -1.66 0.62 3.89
C -1.12 0.46 5.16
H 0.44 -0.44 6.33
H 1.51 -1.53 4.38
H 0.54 -1.25 2.12
H -1.48 0.13 1.80
H -2.55 1.23 3.75
H -1.59 0.94 6.01
C -12.00 -2.52 -4.32
C -13.21 -2.35 -4.97
C -14.15 -1.44 -4.48
C -13.86 -0.70 -3.34
C -12.64 -0.86 -2.69
C -11.71 -1.78 -3.17
H -11.27 -3.23 -4.70
H -13.43 -2.92 -5.86
H -15.10 -1.31 -4.98
H -14.58 0.01 -2.96
H -12.42 -0.28 -1.80
H -10.77 -1.91 -2.66
C 8.10 -1.79 -4.08
C 8.45 -0.48 -3.78
C 7.70 0.25 -2.87
C 6.60 -0.33 -2.26
C 6.24 -1.64 -2.56
C 6.99 -2.37 -3.47
H 8.68 -2.36 -4.80
H 9.32 -0.03 -4.26
H 7.97 1.27 -2.64
H 6.02 0.24 -1.54
H 5.39 -2.10 -2.07
H 6.71 -3.39 -3.71
C 4.96 -4.44 7.00
C 5.27 -3.40 7.86
C 4.35 -2.39 8.09
C 3.11 -2.42 7.46
C 2.80 -3.47 6.60
C 3.73 -4.47 6.36
H 5.69 -5.23 6.82
H 6.24 -3.38 8.36
H 4.59 -1.57 8.76
H 2.39 -1.64 7.65
H 1.83 -3.49 6.11
H 3.49 -5.28 5.69
C 6.36 4.32 -4.87
C 7.43 3.42 -4.84
C 8.72 3.89 -4.66
C 8.95 5.25 -4.50
C 7.89 6.15 -4.53
C 6.59 5.68 -4.71
H 5.35 3.95 -5.01
H 7.25 2.36 -4.95
H 9.56 3.20 -4.64
H 9.96 5.62 -4.35
H 8.07 7.21 -4.40
H 5.76 6.37 -4.74
C 8.24 -0.81 1.91
C 8.67 -0.51 0.63
C 9.81 0.26 0.44
C 10.53 0.71 1.53
C 10.11 0.41 2.82
C 8.96 -0.35 3.01
H 7.35 -1.41 2.06
H 8.11 -0.87 -0.23
H 10.14 0.50 -0.57
H 11.43 1.31 1.38
H 10.67 0.77 3.67
H 8.62 -0.58 4.01

# 8
16
Properties=species:S:1:pos:R:3 method="wB97M-V/def2-TZVPD" homo_energy_ev=-9.74 de_lowest_kj_mol=115.5 smiles="C=C(C)CO.O" gap_ha=0.3793 e_lumo_ev=0.586
C -0.90 1.47 0.01
C -0.13 0.46 -0.39
C 1.34 0.61 -0.69
O 0.44 -0.20 2.35
C -0.75 -0.90 -0.63
O 0.06 -1.92 -0.08
H -0.05 0.50 1.90
H -0.51 2.48 0.12
H -1.96 1.33 0.20
H 1.50 0.58 -1.78
H 1.73 1.55 -0.30
H 1.90 -0.21 -0.25
H 0.18 -1.01 1.89
H -1.75 -0.92 -0.19
H -0.84 -1.04 -1.72
H -0.27 -2.76 -0.42

# 9
96
Properties=species:S:1:pos:R:3 method="wB97M-V/def2-TZVPD" spin_multiplicity=3 homo_energy_ev="-5.07 / -5.18" de_lowest_kj_mol=11.5 charge=-1 s2=2.041 gap_ha="0.2464 / 0.2587" e_lumo_ev="1.636 / 1.862"
Mo -0.55 -0.42 1.23
C 0.82 3.93 -4.32
N -0.27 2.99 -4.51
C -0.89 2.68 -5.72
C -1.80 1.73 -5.47
N -1.74 1.46 -4.10
C -0.78 2.23 -3.50
S -0.22 2.19 -1.93
C -2.57 0.51 -3.44
C -2.90 -0.68 -4.09
C -3.75 -1.54 -3.43
C -4.23 -1.21 -2.17
C -3.81 -0.01 -1.62
N -3.00 0.85 -2.25
H 0.92 4.53 -5.22
H 1.75 3.41 -4.10
H 0.60 4.56 -3.46
H -0.64 3.19 -6.64
H -2.51 1.24 -6.12
H -2.47 -0.92 -5.05
H -4.02 -2.49 -3.89
H -4.88 -1.87 -1.63
H -4.12 0.29 -0.62
F -1.32 -1.53 6.70
C -1.02 -2.64 6.03
F -1.49 -3.69 6.75
F 0.32 -2.75 6.00
C -1.61 -2.64 4.65
C -2.51 -3.61 4.28
C -3.02 -3.65 2.98
C -2.56 -2.73 2.07
N -1.68 -1.79 2.43
C -1.22 -1.68 3.69
S -0.15 -0.36 3.83
H -2.83 -4.34 5.01
H -3.73 -4.40 2.67
H -2.86 -2.74 1.03
C 3.98 3.71 -1.26
C 4.33 2.49 -0.68
C 3.44 1.83 0.15
C 2.18 2.38 0.45
C 1.85 3.60 -0.14
C 2.74 4.26 -0.99
Si 1.01 1.59 1.72
C 2.21 1.34 3.16
C 2.23 2.25 4.22
C 3.09 2.08 5.31
C 3.96 1.00 5.35
C 3.96 0.08 4.30
C 3.09 0.24 3.23
H 4.68 4.22 -1.91
H 5.30 2.05 -0.88
H 3.74 0.89 0.60
H 0.88 4.05 0.07
H 2.46 5.21 -1.43
H 0.20 2.76 2.16
H 1.55 3.10 4.21
H 3.07 2.80 6.12
H 4.62 0.87 6.19
H 4.62 -0.78 4.33
H 3.08 -0.51 2.45
Br 4.14 -5.02 -0.63
C 2.94 -3.70 0.03
C 2.94 -2.44 -0.53
C 2.02 -1.50 -0.07
C 1.10 -1.77 0.95
C 1.17 -3.05 1.51
C 2.07 -4.02 1.06
H 3.62 -2.19 -1.34
H 2.03 -0.52 -0.53
H 0.51 -3.33 2.33
H 2.10 -5.00 1.51
N -2.95 2.56 0.23
C -2.82 1.99 1.44
O -2.26 0.86 1.55
C -3.35 2.63 2.59
C -3.32 1.99 3.86
N -3.33 1.48 4.90
C -3.95 3.91 2.44
N -4.43 4.95 2.24
H -3.35 3.47 0.15
H -2.52 2.13 -0.58
Br 2.19 -2.99 -6.35
C 1.17 -2.68 -4.78
C 1.18 -1.41 -4.22
C 0.41 -1.19 -3.08
C -0.36 -2.20 -2.54
C -0.34 -3.46 -3.11
C 0.44 -3.72 -4.23
C -1.23 -1.97 -1.33
O -2.11 -2.75 -1.06
O -0.95 -0.89 -0.62
H 1.77 -0.62 -4.66
H 0.42 -0.22 -2.60
H -0.94 -4.25 -2.66
H 0.48 -4.70 -4.68

# 10
135
Properties=species:S:1:pos:R:3 method="wB97M-V/def2-TZVPD" spin_multiplicity=4 homo_energy_ev="-5.03 / -8.86" de_lowest_kj_mol=95.1 s2=3.752 gap_ha="0.1939 / 0.3346" e_lumo_ev="0.250 / 0.247"
Ti -1.23 0.47 0.25
C -5.01 0.66 2.30
F -3.93 0.55 3.07
F -5.56 -0.56 1.88
F -5.92 1.24 2.98
S -4.54 1.77 0.74
O -5.85 2.03 0.13
O -3.80 2.93 1.25
N -3.43 0.63 -0.06
S -4.22 0.21 -1.32
O -5.32 -0.75 -1.07
O -4.56 1.34 -2.16
C -2.82 -0.78 -2.28
F -2.28 -1.79 -1.60
F -3.43 -1.29 -3.42
F -1.81 0.06 -2.70
C -1.11 4.12 -1.19
C -0.33 4.06 0.05
C -0.30 5.45 0.77
O 0.00 5.28 2.18
C -0.72 6.10 3.12
N -0.96 3.01 0.86
H -0.58 4.76 -1.89
H -2.16 4.34 -1.00
H -1.22 3.13 -1.63
H 0.66 3.68 -0.21
H -1.22 5.97 0.49
H 0.49 6.07 0.35
H -0.69 5.63 4.10
H -1.79 5.98 2.93
H -0.41 7.14 3.15
H -0.72 3.16 1.83
H -1.97 3.11 0.83
C 0.62 3.15 5.33
C -0.52 2.21 5.47
C -1.77 2.60 4.57
O -2.41 3.67 5.24
C -3.69 4.10 4.79
N -0.06 0.96 5.03
H 0.98 3.22 4.30
H 1.41 2.80 6.00
H 0.38 4.17 5.64
H -0.80 2.18 6.53
H -2.41 1.72 4.44
H -1.29 2.79 3.61
H -4.49 3.37 4.87
H -3.62 4.32 3.72
H -4.03 5.00 5.30
H 0.43 1.15 4.17
H 0.76 0.63 5.52
C 2.13 2.88 -4.13
C 0.67 2.55 -3.87
C -0.35 3.33 -4.76
O -1.63 2.79 -4.46
C -2.75 3.43 -5.08
N 0.60 1.12 -4.21
H 2.25 3.22 -5.16
H 2.95 2.23 -3.83
H 2.20 3.72 -3.44
H 0.50 2.79 -2.82
H -0.13 3.29 -5.83
H -0.30 4.40 -4.57
H -2.61 3.71 -6.12
H -2.99 4.35 -4.55
H -3.56 2.70 -5.12
H 0.51 0.98 -5.20
H -0.28 0.76 -3.85
C 1.77 -1.56 -2.03
C 0.92 -0.93 -0.97
C 1.33 -1.23 0.53
O 0.26 -0.71 1.38
C 0.18 -1.41 2.62
N 0.72 0.48 -1.20
H 1.76 -2.65 -1.95
H 2.82 -1.38 -1.80
H 1.50 -1.30 -3.05
H -0.10 -1.27 -1.09
H 2.32 -0.84 0.75
H 1.29 -2.32 0.56
H 0.48 -0.77 3.45
H 0.96 -2.16 2.75
H -0.86 -1.67 2.79
H 1.56 0.96 -0.92
H 0.90 0.61 -2.19
C 3.41 -5.93 2.49
C 2.35 -7.05 2.56
C 1.10 -6.81 1.71
O 0.73 -5.43 1.94
C -0.29 -4.82 1.09
N 3.04 -8.26 2.21
H 2.97 -4.94 2.62
H 3.93 -5.97 1.53
H 4.20 -6.03 3.24
H 2.07 -7.21 3.61
H 0.28 -7.46 2.04
H 1.29 -6.88 0.64
H -1.23 -5.38 1.01
H 0.05 -4.72 0.06
H -0.54 -3.88 1.58
H 3.84 -8.17 2.83
H 2.48 -8.98 2.65
C 4.09 0.83 2.84
C 3.23 2.05 2.53
C 3.45 2.71 1.19
O 3.27 1.71 0.19
C 3.96 2.03 -1.06
N 1.78 1.65 2.61
H 3.83 0.62 3.88
H 5.13 1.12 2.72
H 3.87 -0.02 2.21
H 3.44 2.74 3.34
H 4.46 3.11 1.09
H 2.80 3.55 0.98
H 3.41 2.93 -1.33
H 3.75 1.22 -1.76
H 5.04 2.15 -1.04
H 1.29 2.36 2.09
H 1.74 0.86 1.99
C -2.14 -4.01 -4.95
C -1.30 -4.95 -4.09
C -0.08 -5.47 -4.87
O 0.57 -6.43 -3.98
C 1.65 -7.08 -4.65
N -0.89 -4.27 -2.93
H -2.38 -4.48 -5.90
H -1.69 -3.08 -5.30
H -3.05 -3.76 -4.39
H -1.93 -5.79 -3.84
H 0.68 -4.76 -5.20
H -0.13 -6.04 -5.80
H 1.90 -8.04 -4.20
H 2.50 -6.41 -4.66
H 1.33 -7.31 -5.67
H 0.11 -4.33 -2.84
H -1.15 -3.30 -2.94